No. 1
This record from the OMol25 dataset describes C24H20ClCrNPSe as an isolated structure. The level of theory is ωB97M-V with the def2-TZVPD basis set.

```
! wB97M-V def2-TZVPD RIJCOSX def2/J DEFGRID3
* xyz 0 4
C -0.6930 -1.5401 3.8261
C -0.8678 -1.6461 2.4065
C 0.3868 -2.1726 1.8883
H -1.7768 -1.4398 1.8524
C 1.2649 -2.4239 2.9972
C 0.5511 -2.1291 4.1872
H 0.8249 -2.4159 5.1847
H -1.4752 -1.2076 4.4930
H 0.5246 -2.5954 0.8977
H 2.2901 -2.8129 2.9294
Cr 0.4732 0.0340 2.4622
Cl 2.4714 1.1110 2.4336
P -0.0787 0.3249 0.0761
C 1.0709 -0.7663 -0.8011
C 0.7301 -1.4976 -1.9536
H -0.3065 -1.5628 -2.2872
C 1.7256 -2.1274 -2.7031
H 1.4293 -2.6533 -3.6143
C 3.0623 -2.0781 -2.2916
H 3.8385 -2.5397 -2.9053
C 3.3914 -1.4489 -1.0844
H 4.4236 -1.4532 -0.7204
C 2.4010 -0.8105 -0.3404
H 2.6899 -0.3230 0.5948
C -1.6706 -0.1307 -0.7720
C -2.1449 -1.4565 -0.7527
H -1.5218 -2.2681 -0.3686
C -3.3943 -1.7853 -1.2966
H -3.8080 -2.7802 -1.1227
C -4.1003 -0.8544 -2.0665
H -5.0517 -1.1195 -2.5358
C -3.5684 0.4341 -2.2084
H -4.0656 1.1600 -2.8515
C -2.4179 0.8126 -1.5061
H -2.0745 1.8482 -1.5524
C 0.3367 1.9163 -0.6838
C 1.0476 1.9906 -1.8938
H 1.4975 1.0884 -2.3132
C 1.1496 3.2076 -2.5673
H 1.6858 3.2316 -3.5153
C 0.5939 4.3658 -2.0136
H 0.6645 5.3050 -2.5639
C -0.0190 4.3096 -0.7547
H -0.4157 5.2242 -0.3138
C -0.1273 3.0938 -0.0699
H -0.5710 3.0701 0.9297
Se 0.0377 2.6774 6.3950
C -0.1282 1.7377 4.9387
N -0.2859 1.0960 3.9313
*
```

Its LUMO energy (spin up / spin down) is -1.07 / -0.32 eV. The calculation puts the HOMO-LUMO gap (spin up / spin down) at 6.50 / 7.29 eV.

=====

No. 2
This record from the OMol25 dataset describes a 16-piece molecular cluster, C12H56O16 overall. The level of theory is ωB97M-V with the def2-TZVPD basis set.

```
! wB97M-V def2-TZVPD RIJCOSX def2/J DEFGRID3
* xyz 0 1
O 1.7090 7.0604 -3.5672
H 2.5292 6.6566 -3.2836
H 1.3282 6.4279 -4.1764
O -6.6626 3.0938 -3.0010
H -6.2652 3.9108 -3.3022
H -6.3056 2.9629 -2.1225
O -7.4759 -1.7716 -4.7545
H -7.4190 -0.8868 -4.3936
H -8.3408 -2.0839 -4.4887
O 6.3886 -3.8691 3.4492
H 5.9495 -4.6890 3.2229
H 7.0999 -4.1311 4.0336
O -4.6981 7.0559 -0.2161
H -5.5048 7.4438 0.1231
H -4.6480 6.1984 0.2065
O 5.7517 4.5155 -1.2030
H 5.6700 4.9101 -0.3347
H 5.7965 3.5741 -1.0355
O 2.9046 -7.8528 -3.3796
H 1.9965 -7.9125 -3.6763
H 3.3631 -8.5340 -3.8716
O -2.8186 -2.2781 -6.8585
H -3.6502 -1.9629 -6.5043
H -2.9673 -3.2083 -7.0283
O 1.6428 -3.3649 5.5884
H 1.4179 -4.2920 5.6669
H 2.5157 -3.3621 5.1956
O -0.4171 -7.6765 4.5534
H -0.2527 -8.4836 5.0410
H 0.2788 -7.6468 3.8968
O 3.7860 -8.3383 1.7594
H 4.2904 -9.1382 1.9077
H 3.6103 -8.3364 0.8185
O -4.7117 -5.6306 2.9750
H -3.8493 -5.9637 3.2234
H -4.5807 -4.6898 2.8572
C 1.8182 6.7500 3.4397
C 2.9433 6.0759 4.2351
C 2.8146 4.6045 4.2381
O 4.1212 6.4131 3.5640
H 1.9782 7.8269 3.4942
H 0.8974 6.4524 3.9414
H 1.8243 6.3900 2.4109
H 2.9332 6.5162 5.2321
H 3.5040 4.2832 5.0188
H 3.0427 4.1320 3.2827
H 1.8284 4.3119 4.5987
H 4.2659 7.3532 3.6938
C -7.2087 1.4139 4.2805
C -6.7550 2.8259 3.9169
C -6.0308 3.5095 5.0605
O -5.8567 2.7672 2.8466
H -7.9326 1.5018 5.0907
H -6.3309 0.8520 4.5997
H -7.6833 0.9585 3.4113
H -7.6506 3.3443 3.5746
H -4.9798 3.2444 5.1755
H -6.4835 3.3397 6.0374
H -6.0992 4.5880 4.9186
H -5.1195 2.2359 3.1559
C -0.4098 0.6778 -0.9379
C -0.9503 -0.6642 -0.2677
C 0.0735 -1.8082 -0.3954
O -1.2046 -0.5183 1.0817
H -0.0615 0.5195 -1.9586
H 0.4403 1.0710 -0.3804
H -1.1984 1.4292 -0.8982
H -1.8529 -0.8972 -0.8325
H -0.4056 -2.7532 -0.1394
H 0.9973 -1.7483 0.1801
H 0.2380 -2.1184 -1.4273
H -0.4384 -0.7266 1.6214
C 5.2651 -1.2301 -6.9606
C 4.9809 -2.7298 -6.6186
C 5.6976 -3.7611 -7.4820
O 5.2840 -2.9484 -5.2750
H 6.1915 -0.8794 -6.5057
H 4.4785 -0.6285 -6.5050
H 5.2675 -0.9566 -8.0157
H 3.9186 -2.7676 -6.8596
H 6.7500 -3.8629 -7.2171
H 5.4884 -3.5978 -8.5392
H 5.2806 -4.7263 -7.1947
H 4.8679 -3.7723 -5.0110
*
```

Its LUMO energy is 0.18 eV. The calculation puts the HOMO-LUMO gap at 10.15 eV. The calculation puts the energy above the lowest of the compared OMol25 structures with the same formula, charge and spin at 50.3 kcal per mole.

=====

No. 3
This record from the OMol25 dataset describes C31H38MnN5O3S2Si2 as an isolated structure. The level of theory is ωB97M-V with the def2-TZVPD basis set.

```
! wB97M-V def2-TZVPD RIJCOSX def2/J DEFGRID3
* xyz 1 4
Mn -0.2215 0.0178 -0.1973
O -0.2755 -1.7177 4.9023
C -0.5921 -2.7955 4.1658
C -0.9417 -3.9570 4.8578
C -1.2762 -5.1023 4.1706
C -1.2795 -5.1240 2.7765
C -0.9447 -3.9797 2.0904
C -0.5927 -2.8042 2.7622
C -0.2498 -1.6079 1.9903
O -0.4004 -1.6382 0.6945
N 0.1892 -0.5334 2.5821
N 0.4465 0.4748 1.6440
C 1.0250 1.5069 2.1898
S 1.5921 2.8954 1.2984
C 2.5383 3.5812 2.6856
C 1.7808 3.2819 3.9595
S 1.2950 1.5398 3.9076
H -0.0297 -0.9854 4.3050
H -0.9331 -3.9275 5.9379
H -1.5379 -5.9937 4.7249
H -1.5383 -6.0273 2.2438
H -0.9475 -3.9707 1.0094
H 2.6329 4.6533 2.5162
H 3.5312 3.1315 2.7002
H 0.8880 3.9027 4.0468
H 2.4018 3.4249 4.8422
O 0.4539 1.5818 -0.9180
C 1.0458 1.8810 -2.0749
C 1.3490 3.2286 -2.3176
C 1.9285 3.6182 -3.5066
C 2.2332 2.6787 -4.4881
C 1.9753 1.3484 -4.2460
C 1.3982 0.9223 -3.0432
C 1.2138 -0.4931 -2.7791
N 0.6799 -1.0245 -1.6879
C 0.7536 -2.3952 -1.8119
C 1.3382 -2.6930 -2.9980
N 1.6205 -1.4879 -3.5964
H 1.1018 3.9531 -1.5568
H 2.1435 4.6648 -3.6760
H 2.6768 2.9862 -5.4233
H 2.2325 0.6289 -5.0119
H 0.4144 -3.0399 -1.0226
H 1.5868 -3.6306 -3.4590
H 2.0751 -1.3666 -4.4827
C -4.2409 4.1777 -1.6573
Si -2.5478 3.3831 -1.4147
C -1.4632 4.6781 -0.5956
C -1.9231 2.8068 -3.0959
C -2.7490 1.8569 -0.3068
C -3.1051 0.6155 -1.0010
C -4.3299 0.4464 -1.6574
C -4.6471 -0.7835 -2.1970
C -3.7476 -1.8389 -2.0838
C -2.5477 -1.6019 -1.4537
N -2.2285 -0.4094 -0.9363
Si -3.3602 1.8937 1.4896
C -2.3489 3.0854 2.5226
C -5.1499 2.4642 1.4145
C -3.3392 0.1578 2.2000
H -4.1358 4.9083 -2.4641
H -4.5669 4.7226 -0.7717
H -5.0379 3.4963 -1.9487
H -0.9522 5.2718 -1.3544
H -0.7135 4.2377 0.0582
H -2.0707 5.3629 -0.0029
H -1.2129 3.5179 -3.5173
H -2.7554 2.7186 -3.7953
H -1.4224 1.8383 -3.0593
H -5.0234 1.2713 -1.7190
H -5.5954 -0.9248 -2.6982
H -3.9709 -2.8190 -2.4769
H -1.8024 -2.3764 -1.3338
H -2.1987 4.0419 2.0233
H -1.3747 2.6745 2.7732
H -2.8731 3.2777 3.4610
H -5.2693 3.4782 1.0338
H -5.5504 2.4447 2.4312
H -5.7663 1.7960 0.8131
H -2.4193 -0.3844 2.0103
H -4.1597 -0.4357 1.7929
H -3.4691 0.1993 3.2834
*
```

Its LUMO energy (spin up / spin down) is -3.73 / -3.62 eV. The calculation puts the HOMO-LUMO gap (spin up / spin down) at 6.70 / 6.81 eV. The calculation puts the energy above the lowest of the compared OMol25 structures with the same formula, charge and spin at 0.2 kcal per mole.

=====

No. 4
This record from the OMol25 dataset describes C10H9NO as an isolated structure. The level of theory is ωB97M-V with the def2-TZVPD basis set.

```
! wB97M-V def2-TZVPD RIJCOSX def2/J DEFGRID3
* xyz 0 1
C -3.4220 -0.8837 0.2577
C -1.6946 0.5435 -0.1566
C -1.1297 1.8061 -0.0172
C 0.2411 2.2176 0.0163
C 1.1024 1.0225 0.0030
C 3.3232 0.3384 -0.0579
C 3.0240 -1.0242 -0.0252
C 1.6757 -1.3382 -0.0377
C 0.6839 -0.3247 -0.0934
C -0.7207 -0.5451 -0.2840
H -3.0506 -1.2232 1.3205
H -2.7661 -1.8653 -0.4031
H -4.5361 -1.0720 0.1272
H -1.7237 2.7177 0.2263
H 0.6469 3.1401 0.0129
H 4.2893 0.7027 0.1696
H 3.8811 -1.7829 -0.1442
H 1.5635 -2.4992 0.0197
H -0.8238 -1.6499 -0.5487
N 2.4523 1.2811 -0.0456
O -3.0158 0.4390 -0.3395
*
```

Its LUMO energy is 0.09 eV. The calculation puts the HOMO-LUMO gap at 8.36 eV. The calculation puts the energy above the lowest of the compared OMol25 structures with the same formula, charge and spin at 85.0 kcal per mole.

=====

No. 5
This record from the OMol25 dataset describes a 2-piece molecular cluster, C6H15NS overall. The level of theory is ωB97M-V with the def2-TZVPD basis set.

```
! wB97M-V def2-TZVPD RIJCOSX def2/J DEFGRID3
* xyz 0 3
C 3.2538 -0.4458 -0.0213
C -1.0891 0.4711 1.3695
C -2.0124 1.0450 -0.8435
C -1.5291 -1.3561 -0.3802
C 1.7456 -0.6518 0.2315
C -1.0818 0.0939 -0.1075
N 0.9097 2.4400 -0.3699
S 0.6219 0.1274 -0.9104
H 3.7530 -1.2142 0.4744
H 3.4738 -0.3052 -1.0562
H 3.5191 0.4290 0.5231
H -0.9157 -0.5635 1.9574
H -0.2602 1.1560 1.5408
H -1.9887 0.9900 1.6838
H -1.8929 1.0281 -1.8607
H -1.8498 2.0396 -0.6433
H -3.0266 0.9538 -0.5948
H -2.5233 -1.5972 0.1705
H -1.7683 -1.7430 -1.4198
H -0.7820 -2.0913 -0.0241
H 1.6017 -0.1104 1.1860
H 1.2590 -1.6181 0.5059
H 1.6557 2.4868 -1.0410
*
```

Its LUMO energy (spin up / spin down) is 0.84 / 0.09 eV. The calculation puts the HOMO-LUMO gap (spin up / spin down) at 8.03 / 8.75 eV. The calculation puts the energy above the lowest of the compared OMol25 structures with the same formula, charge and spin at 0.0 kcal per mole.

=====

No. 6
This record from the OMol25 dataset describes one molecule with the formula C2H5ClOS. The level of theory is ωB97M-V with the def2-TZVPD basis set.

```
! wB97M-V def2-TZVPD RIJCOSX def2/J DEFGRID3
* xyz 0 1
C -0.5512 -0.7460 -1.2911
C -0.4461 0.7865 0.9795
O 0.7954 -1.5990 0.7658
S 0.4294 -0.4672 -0.0005
Cl 2.1768 0.7639 -0.1134
H -0.3708 -1.7565 -1.6781
H -0.4672 -0.1061 -2.0978
H -1.4736 0.5374 0.9944
H 0.1434 0.8391 1.9180
H -0.2362 1.7477 0.5233
*
```

Its LUMO energy is -0.16 eV. The calculation puts the HOMO-LUMO gap at 9.12 eV. The calculation puts the energy above the lowest of the compared OMol25 structures with the same formula, charge and spin at 58.9 kcal per mole.

=====

No. 7
This record from the OMol25 dataset describes a 2-piece molecular cluster, C27H41Si overall. The level of theory is ωB97M-V with the def2-TZVPD basis set.

```
! wB97M-V def2-TZVPD RIJCOSX def2/J DEFGRID3
* xyz 1 1
C 1.2108 3.8190 -1.3702
C 0.6718 2.3851 -1.3000
Si -0.1650 1.8935 0.3081
C -1.4950 3.1425 0.7628
C -2.6558 3.2704 -0.2233
C -0.8620 0.1673 0.2438
C -0.8112 -0.5120 -1.1267
C 1.1518 2.1018 1.6731
C 1.5486 0.9240 2.5298
C 0.6186 0.5694 3.6610
C 2.6949 0.2270 2.3055
C 2.9590 -1.0581 3.0423
C 3.5877 0.5487 1.1426
H 1.5306 4.0421 -2.3966
H 0.4559 4.5655 -1.0914
H 2.0855 3.9611 -0.7213
H -0.0495 2.2057 -2.1120
H 1.4938 1.6667 -1.4565
H -1.8703 2.8492 1.7558
H -0.9962 4.1155 0.8939
H -3.3699 4.0200 0.1431
H -2.3207 3.5950 -1.2166
H -3.2019 2.3255 -0.3363
H -0.3206 -0.4358 0.9874
H -1.9009 0.2326 0.6044
H -1.3997 -1.4373 -1.1041
H -1.2210 0.1240 -1.9207
H 0.2159 -0.7812 -1.4013
H 2.0170 2.5636 1.1802
H 0.6746 2.8726 2.2960
H 0.0393 1.4481 3.9692
H -0.1003 -0.2190 3.3863
H 1.1706 0.2205 4.5449
H 3.8582 -1.5396 2.6407
H 3.1265 -0.8896 4.1133
H 2.1303 -1.7801 2.9563
H 4.3776 -0.2092 1.0629
H 3.0520 0.5646 0.1758
H 4.0824 1.5227 1.2728
C 3.6815 7.6273 3.7932
C 3.8801 6.1590 3.9766
C 2.9453 5.2433 3.4723
C 3.1530 3.8835 3.6112
C 4.3528 3.3540 4.1634
C 4.5983 1.9459 4.1083
C 5.8472 1.3610 4.4832
C 5.8789 0.0883 5.1265
C 7.0375 -0.3754 5.7221
C 8.2397 0.3445 5.6315
C 9.4703 -0.1620 6.3156
C 8.2655 1.5212 4.8716
C 7.1044 2.0227 4.2992
C 5.2247 4.3076 4.7891
C 4.9867 5.6684 4.6841
H 4.6271 8.1554 3.9398
H 3.3085 7.8529 2.7891
H 2.9562 8.0318 4.5102
H 2.0528 5.6161 2.9638
H 2.3986 3.1701 3.2840
H 3.7383 1.2904 4.0151
H 4.9514 -0.4800 5.1938
H 7.0322 -1.3130 6.2837
H 10.1966 0.6440 6.4470
H 9.2263 -0.5796 7.2985
H 9.9599 -0.9591 5.7409
H 9.2133 2.0503 4.7546
H 7.1399 2.9500 3.7212
H 6.0881 3.9596 5.3564
H 5.6732 6.3829 5.1453
*
```

Its LUMO energy is -5.31 eV. The calculation puts the HOMO-LUMO gap at 5.43 eV. The calculation puts the energy above the lowest of the compared OMol25 structures with the same formula, charge and spin at 0.1 kcal per mole.

=====

No. 8
This record from the OMol25 dataset describes C26H24BrN10RbS as an isolated structure. The level of theory is ωB97M-V with the def2-TZVPD basis set.

```
! wB97M-V def2-TZVPD RIJCOSX def2/J DEFGRID3
* xyz -2 1
Rb 0.0454 0.2919 -1.0231
C -5.0049 1.3893 0.1534
C -3.5113 1.4394 0.3585
N -2.6761 2.0205 -0.5093
N -3.2888 2.7982 -1.4622
C -2.6479 3.3093 -2.5165
N -3.5054 4.0576 -3.3504
S -1.0247 3.1696 -2.8625
C -2.9498 0.8566 1.5276
C -3.7506 0.2603 2.5495
C -3.1710 -0.2197 3.6915
C -1.7765 -0.1390 3.8499
C -1.0650 0.4231 2.7954
N -1.5833 0.9100 1.6834
H -5.2624 1.4203 -0.9081
H -5.5481 2.1998 0.6569
H -5.4136 0.4514 0.5261
H -4.2627 3.0475 -1.3486
H -4.3307 3.5363 -3.6239
H -2.9838 4.3365 -4.1698
H -4.8248 0.2047 2.4409
H -3.7949 -0.6568 4.4653
H -1.2663 -0.5029 4.7318
H 0.0198 0.4751 2.8604
N -2.1484 -3.3007 1.6567
C -1.0315 -2.5904 1.4743
N -0.7933 -2.4248 0.1989
C -1.8551 -3.0655 -0.4133
N -2.7112 -3.6087 0.4560
C -1.9938 -3.1127 -1.8495
C -3.0117 -3.8608 -2.4387
N -3.1942 -4.0148 -3.7403
C -2.2446 -3.3438 -4.4961
C -1.2645 -2.5717 -3.9284
N -1.0799 -2.3911 -2.6107
H -2.6429 -3.4713 2.5124
H -0.4392 -2.2133 2.2910
H -3.7157 -4.3620 -1.7783
H -2.3142 -3.4359 -5.5740
H -0.5765 -2.0404 -4.5839
Br 6.1142 0.5431 4.0038
C 4.5798 0.5272 2.8812
C 4.4736 -0.4144 1.8782
C 3.3336 -0.3697 1.0864
N 2.3689 0.5309 1.2469
C 2.5010 1.4295 2.2128
C 3.5916 1.4751 3.0723
H 5.2488 -1.1397 1.6866
H 3.2146 -1.0639 0.2665
H 1.7085 2.1646 2.3033
H 3.6629 2.2256 3.8460
C 2.8309 0.6778 -2.2680
C 4.0358 0.7152 -1.6853
C 4.4990 1.8552 -0.9031
C 5.7133 1.8396 -0.2739
C 6.5979 0.7490 -0.3307
C 6.1814 -0.3471 -1.0966
C 4.9789 -0.3947 -1.7546
H 3.8598 2.7251 -0.8172
H 5.9941 2.7204 0.2988
H 7.5527 0.7626 0.1768
H 6.8355 -1.2119 -1.1875
H 4.7173 -1.2710 -2.3345
*
```

Its LUMO energy (spin up / spin down) is 3.66 / 3.66 eV. The calculation puts the HOMO-LUMO gap (spin up / spin down) at 2.94 / 3.95 eV. The calculation puts the energy above the lowest of the compared OMol25 structures with the same formula, charge and spin at 12.2 kcal per mole.

=====

| no. | E (hartree) |
| --- | --- |
| 1 | -5228.76278 |
| 2 | -1694.51920 |
| 3 | -4229.86285 |
| 4 | -516.32853 |
| 5 | -690.35887 |
| 6 | -1012.71461 |
| 7 | -1342.65924 |
| 8 | -4548.85624 |